No. 1
Computed, not measured: a 3-piece molecular cluster, C14H27BFN2O12P2 overall in a non-equilibrium geometry, with ωB97M-V/def2-TZVPD.

The geometry in XYZ format:
```
59
Properties=species:S:1:pos:R:3:forces:R:3:nbo_charge:R:1
N -2.027 2.467 -1.659 0.73 -2.47 1.55 -1.065
B -2.035 0.996 -1.832 -1.88 1.70 -1.54 1.211
O -3.153 0.483 -2.520 2.33 -0.33 0.71 -0.877
O -0.974 0.108 -1.385 -0.38 -0.89 1.67 -0.693
C -0.901 0.014 -0.022 0.19 0.30 0.18 0.774
O -1.208 0.901 0.737 0.16 -0.98 -0.55 -0.534
C -0.348 -1.283 0.676 1.45 -1.34 -0.11 0.017
C 1.046 -1.247 1.149 -2.07 -2.75 0.42 -0.189
C 1.537 -2.456 1.822 -0.26 1.94 -0.81 0.114
N 0.757 -3.570 2.023 -1.35 1.75 -1.28 -0.440
C -0.560 -3.617 1.576 -0.19 1.53 -0.68 0.086
C -1.166 -2.494 0.888 1.48 0.27 0.68 -0.027
C -2.653 -2.566 0.371 1.57 -0.91 0.15 -0.538
C -2.664 -3.525 -0.872 -0.38 -0.14 -0.55 0.868
O -3.092 -3.243 -1.933 0.18 0.14 0.52 -0.472
F -2.105 -4.808 -0.739 -0.41 1.68 0.87 -0.360
H -1.176 2.660 -1.112 -0.52 0.44 -0.27 0.372
H -2.807 2.636 -1.001 0.18 0.55 -0.74 0.409
H -2.918 -0.348 -2.973 -0.48 0.17 0.38 0.503
H 1.696 -0.357 0.997 -0.56 -1.01 0.20 0.283
H 2.592 -2.426 2.184 -1.13 -0.55 -0.29 0.272
H 1.110 -4.406 2.493 0.19 0.44 -0.15 0.461
H -1.134 -4.560 1.753 0.74 0.98 -0.14 0.265
H -2.987 -1.551 0.040 0.14 -1.06 0.16 0.277
H -3.315 -2.947 1.189 0.49 0.26 -0.80 0.281
C 3.984 -4.443 -4.640 0.00 -0.12 -0.52 -0.260
O 4.164 -4.276 -3.233 -0.12 0.21 0.83 -0.821
P 3.388 -3.101 -2.484 0.30 -0.06 -0.29 2.579
O 3.667 -3.027 -1.042 -0.11 -0.24 -0.22 -1.119
O 1.860 -3.335 -2.870 0.38 0.76 -0.03 -0.812
C 1.256 -4.553 -2.442 -0.13 -0.38 0.01 -0.256
O 3.762 -1.800 -3.316 -0.88 -0.42 0.07 -0.811
C 5.062 -1.248 -3.101 0.48 0.27 0.13 -0.255
H 3.680 -5.471 -4.832 0.05 0.03 0.08 0.196
H 3.227 -3.770 -5.044 0.04 0.00 0.07 0.195
H 4.933 -4.253 -5.141 -0.04 0.00 0.06 0.199
H 1.831 -5.037 -1.649 0.01 0.05 -0.02 0.191
H 1.182 -5.228 -3.295 -0.01 0.00 0.07 0.199
H 0.252 -4.337 -2.074 0.06 0.08 -0.07 0.187
H 5.365 -0.724 -4.006 -0.18 -0.08 0.00 0.205
H 5.795 -2.028 -2.885 -0.05 0.03 0.02 0.194
H 5.026 -0.540 -2.273 0.02 -0.09 -0.01 0.192
C -0.145 6.288 2.634 0.37 0.14 0.10 -0.257
O -1.423 5.956 2.097 -0.57 -0.25 -0.11 -0.822
P -2.468 5.159 3.010 -0.33 0.20 0.02 2.569
O -3.739 4.863 2.343 0.59 0.14 -0.15 -1.087
O -2.578 6.036 4.332 0.34 -0.90 -0.07 -0.812
C -3.093 7.360 4.198 -0.09 0.51 -0.06 -0.256
O -1.650 3.885 3.508 -0.03 0.59 0.51 -0.814
C -1.480 2.834 2.564 -0.11 -0.14 -0.06 -0.246
H 0.012 7.361 2.522 -0.04 -0.05 -0.04 0.195
H -0.058 6.027 3.690 -0.05 -0.01 -0.05 0.195
H 0.623 5.756 2.071 -0.04 0.01 0.02 0.184
H -3.624 7.497 3.254 -0.01 -0.07 0.06 0.201
H -2.264 8.067 4.250 -0.03 -0.03 -0.01 0.183
H -3.777 7.554 5.022 0.05 -0.14 -0.03 0.203
H -0.565 2.295 2.808 -0.03 0.14 0.12 0.185
H -1.396 3.223 1.548 -0.04 -0.01 0.06 0.185
H -2.325 2.149 2.625 0.02 0.08 -0.08 0.195
```
Positions in Å, forces in eV/Å.

Computed properties:
Energy in eV: -64478.1942
E_HOMO in eV: -12.3
Net charge: +1
Gap between HOMO and LUMO in eV: 7.2828

***

No. 2
Computed, not measured: C32H33LuN8O7PS as an isolated structure in a non-equilibrium geometry, with ωB97M-V/def2-TZVPD.

The geometry in XYZ format:
```
83
Properties=species:S:1:pos:R:3:forces:R:3:mulliken_charge:R:1
Lu -0.654 -0.204 -0.375 1.25 0.60 -0.54 1.393
N 1.566 0.535 0.875 -0.16 -0.10 -0.24 -0.457
C 2.243 -0.631 1.472 0.05 0.12 0.08 -0.540
C 1.282 -1.775 1.778 -0.05 -0.06 -0.01 0.213
O 1.687 -2.701 2.491 0.00 0.05 -0.05 -0.798
N 0.107 -1.660 1.173 -0.41 -0.09 0.12 0.872
C -0.763 -2.820 1.261 -0.03 -0.04 0.16 -0.687
C -1.875 -2.765 0.214 -0.14 0.23 0.02 0.237
O -2.412 -3.784 -0.166 -0.12 -0.07 0.00 -0.730
O -2.176 -1.558 -0.236 -0.16 -0.94 0.07 -0.733
H 1.089 1.072 1.597 -0.03 0.03 -0.04 -0.069
H 2.245 1.175 0.473 -0.06 -0.01 -0.04 0.236
H 2.976 -1.020 0.762 0.00 0.01 -0.01 0.135
H 2.783 -0.386 2.390 0.00 0.03 -0.02 0.399
H -0.217 -3.756 1.126 0.03 0.02 0.02 0.388
H -1.253 -2.891 2.240 0.02 -0.03 0.00 0.506
C -3.527 -1.159 3.503 0.03 0.01 0.01 -0.413
C -4.126 -0.374 2.529 0.02 0.01 -0.01 -0.815
C -3.444 0.703 1.981 -0.01 -0.04 -0.03 0.267
C -2.149 1.005 2.399 -0.05 0.03 0.10 0.573
C -1.554 0.199 3.371 0.08 0.01 0.01 -0.574
C -2.237 -0.870 3.928 -0.04 0.00 -0.03 -0.651
P -1.163 2.415 1.752 -0.02 0.03 0.28 0.237
C -1.562 3.722 2.976 -0.08 0.03 0.00 0.145
C -0.589 4.665 3.291 0.01 0.02 -0.01 -0.336
C -0.859 5.699 4.181 -0.02 -0.03 -0.01 -0.617
C -2.110 5.793 4.771 -0.01 -0.01 -0.01 -0.420
C -3.089 4.854 4.467 0.03 0.01 -0.01 -0.712
C -2.817 3.829 3.576 0.00 -0.01 0.02 0.055
C -2.090 2.845 0.261 -0.09 0.04 -0.12 0.698
C -2.795 4.029 0.071 -0.03 0.00 0.00 -0.644
C -3.484 4.220 -1.121 0.01 -0.03 0.01 -0.555
C -3.462 3.221 -2.085 0.02 -0.01 0.02 -0.986
C -2.740 2.050 -1.869 -0.02 -0.02 -0.06 -0.403
C -2.012 1.815 -0.698 0.16 0.03 0.40 -0.220
H -4.054 -2.012 3.913 -0.01 0.00 0.00 0.365
H -5.121 -0.613 2.176 0.00 0.00 0.00 0.381
H -3.906 1.295 1.200 0.00 0.00 0.00 0.386
H -0.536 0.400 3.686 0.00 0.01 0.00 0.263
H -1.751 -1.493 4.668 0.00 0.00 0.00 0.383
H 0.391 4.589 2.835 0.00 0.00 0.00 0.357
H -0.091 6.425 4.416 0.01 0.00 0.00 0.378
H -2.323 6.593 5.468 0.00 0.00 0.00 0.372
H -4.067 4.922 4.927 0.00 0.00 0.00 0.396
H -3.582 3.097 3.345 0.00 0.00 0.00 0.374
H -2.816 4.793 0.841 0.00 0.00 -0.01 0.356
H -4.037 5.135 -1.292 0.00 0.01 0.01 0.378
H -4.002 3.357 -3.015 -0.01 0.01 0.00 0.363
H -2.742 1.304 -2.661 0.00 0.00 -0.01 0.429
N 1.803 0.713 -6.495 0.10 -0.03 -0.04 -0.662
C 0.928 0.662 -5.736 0.09 -0.06 0.20 0.539
N -0.107 0.594 -4.938 -0.42 0.11 -0.49 -0.775
C -0.036 0.479 -3.675 0.43 -0.03 0.42 0.547
N -0.010 0.362 -2.513 -0.21 0.15 -0.17 -0.709
C 5.978 -0.601 -7.397 -0.01 0.00 0.04 -1.426
C 4.765 -0.888 -6.521 0.08 0.12 -0.03 -0.021
S 4.231 -2.560 -6.763 0.03 0.06 -0.07 1.272
O 5.257 -3.439 -6.247 0.00 -0.05 -0.05 -0.683
O 3.785 -2.700 -8.124 0.05 -0.05 0.01 -0.722
C 2.810 -2.706 -5.704 -0.08 -0.06 0.10 0.022
C 3.210 -3.095 -4.283 0.00 -0.06 -0.09 -1.192
N 2.080 -3.014 -3.362 0.05 0.08 0.12 0.414
C 1.897 -2.026 -2.455 0.12 0.05 0.01 0.533
N 0.805 -2.209 -1.736 -0.43 -0.06 0.04 0.312
C 0.232 -3.363 -2.187 0.04 0.13 0.07 -0.916
C 1.005 -3.864 -3.189 0.08 -0.22 -0.07 -0.182
N 0.815 -5.077 -3.917 -0.01 0.26 -0.09 1.064
O 1.659 -5.376 -4.752 0.00 -0.11 0.00 -0.667
O -0.179 -5.722 -3.670 -0.04 -0.10 0.06 -0.635
C 2.831 -0.879 -2.290 0.01 0.00 -0.02 -1.103
H 6.344 0.404 -7.189 -0.01 0.01 -0.01 0.417
H 5.710 -0.660 -8.450 -0.01 -0.01 -0.01 0.345
H 6.783 -1.309 -7.201 0.01 -0.01 0.01 0.353
H 3.917 -0.244 -6.758 -0.01 -0.01 0.02 0.269
H 5.003 -0.793 -5.459 0.00 0.01 0.01 0.255
H 2.200 -3.480 -6.169 -0.02 0.01 0.05 0.443
H 2.275 -1.754 -5.744 0.00 0.00 -0.04 -0.251
H 3.974 -2.425 -3.896 0.00 0.05 -0.01 0.525
H 3.620 -4.099 -4.268 -0.03 0.02 -0.02 0.248
H -0.683 -3.776 -1.791 -0.01 0.02 0.03 0.701
H 3.828 -1.220 -2.004 0.01 0.00 0.00 0.611
H 2.441 -0.232 -1.509 -0.01 -0.02 -0.02 -0.366
H 2.911 -0.287 -3.205 0.01 -0.03 -0.01 0.262
```
Positions in Å, forces in eV/Å.

Computed properties:
Energy in eV: -113721.1109
E_HOMO in eV: -6.0
ΔE to the lowest compared entry with this formula, charge and spin in eV: 0.058
Net charge: -1
Gap between HOMO and LUMO in eV: 7.5679

***

No. 3
Computed, not measured: C18H42As3F18N6O6Tl as an isolated structure in a non-equilibrium geometry, with ωB97M-V/def2-TZVPD.

The geometry in XYZ format:
```
94
Properties=species:S:1:pos:R:3:forces:R:3:mulliken_charge:R:1
Tl -0.290 0.472 0.800 -0.15 -0.17 -1.88 1.927
As -4.367 2.222 1.923 -0.29 -0.61 0.89 2.195
F -4.774 2.669 0.306 -0.02 0.23 -0.39 -0.487
F -3.556 3.718 2.176 0.03 0.43 -0.10 -0.480
F -3.939 1.758 3.538 0.17 -0.13 0.11 -0.515
F -5.077 0.659 1.684 -0.06 -0.17 -0.17 -0.497
F -2.857 1.556 1.334 0.87 -0.07 -0.29 -0.488
F -5.866 2.828 2.485 -0.21 0.31 0.03 -0.501
As 0.380 -3.035 -2.310 -0.61 -0.25 -0.60 2.227
F 0.047 -1.911 -1.022 0.41 0.02 0.10 -0.351
F 2.069 -2.584 -2.315 0.36 0.43 -0.05 -0.596
F 0.684 -4.130 -3.587 0.21 -0.26 -0.27 -0.483
F -1.264 -3.510 -2.276 -0.38 0.00 0.04 -0.487
F 0.073 -1.802 -3.487 -0.06 0.48 0.00 -0.508
F 0.791 -4.277 -1.176 0.12 -0.20 0.53 -0.585
As 3.349 3.060 1.284 0.69 -0.06 0.41 2.066
F 3.820 2.179 -0.129 0.27 -0.20 -0.11 -0.484
F 1.798 2.262 1.191 -0.88 -0.06 0.00 -0.614
F 2.791 3.967 2.622 -0.37 0.15 0.35 -0.505
F 4.879 3.818 1.407 0.31 0.20 -0.34 -0.495
F 2.777 4.330 0.226 -0.21 0.16 -0.26 -0.608
F 3.922 1.803 2.310 0.00 -0.34 0.16 -0.461
C 0.651 -3.366 3.944 0.48 -0.71 -0.06 -1.646
C 0.637 -3.192 2.447 -0.41 0.27 0.08 0.556
O 0.378 -2.091 1.967 0.01 0.46 -0.28 -0.459
N 0.918 -4.243 1.658 0.32 -0.18 0.42 0.428
C 1.215 -5.596 2.123 -0.03 0.41 -0.53 -1.229
H 0.788 -2.388 4.388 -0.09 0.02 0.15 0.355
H 1.463 -4.043 4.227 0.09 0.24 0.12 0.470
H -0.241 -3.856 4.339 -0.22 0.22 -0.22 0.362
H 0.966 -4.067 0.661 -0.25 0.04 0.03 0.187
H 0.347 -6.031 2.614 0.10 -0.15 0.11 0.333
H 2.094 -5.626 2.767 -0.08 0.00 0.15 0.352
H 1.452 -6.170 1.231 -0.10 -0.17 0.07 0.373
C 3.943 -1.390 2.331 0.11 -0.31 -0.70 -1.173
C 3.192 -1.184 1.040 -0.12 -0.66 0.41 0.403
O 2.364 -0.274 0.984 -0.92 1.08 -0.07 0.070
N 3.427 -1.988 -0.003 -0.05 0.28 0.37 0.232
C 3.960 -3.340 0.097 0.42 0.35 -0.30 -1.195
H 3.245 -1.731 3.093 -0.04 0.17 0.09 0.114
H 4.383 -0.431 2.592 -0.07 0.01 0.22 0.287
H 4.715 -2.142 2.184 0.13 0.07 0.22 0.432
H 2.905 -1.732 -0.829 -0.16 -0.35 0.00 -0.035
H 5.037 -3.355 0.273 -0.01 0.17 0.05 0.364
H 3.799 -3.804 -0.872 -0.24 -0.25 0.16 0.372
H 3.474 -3.876 0.911 -0.09 -0.20 -0.19 0.366
C -4.055 1.038 -2.259 -0.22 -0.16 0.24 -1.174
C -2.676 0.451 -2.259 0.78 0.59 0.22 0.608
O -2.182 0.071 -1.176 0.19 -0.11 1.07 0.002
N -1.962 0.392 -3.375 -0.06 0.15 -0.32 0.106
C -2.417 0.685 -4.715 0.10 -0.37 -0.64 -1.140
H -4.787 0.242 -2.409 -0.02 0.05 -0.18 0.358
H -4.177 1.821 -3.002 -0.03 -0.10 -0.13 0.484
H -4.254 1.464 -1.280 0.12 -0.09 0.04 -0.076
H -1.036 -0.011 -3.293 0.03 -0.06 0.22 -0.042
H -3.446 1.020 -4.751 -0.05 -0.05 0.20 0.451
H -2.340 -0.230 -5.313 -0.10 0.07 0.05 0.330
H -1.807 1.431 -5.231 0.11 0.08 0.34 0.313
C 2.328 2.750 -2.599 0.14 0.59 -0.48 -1.444
C 1.987 1.330 -2.299 0.17 0.08 1.20 0.524
O 0.970 1.028 -1.662 -0.79 -0.61 -0.08 -0.112
N 2.870 0.382 -2.667 0.03 0.12 -0.32 0.155
C 4.098 0.691 -3.372 -0.21 -0.10 -0.81 -1.149
H 2.422 2.917 -3.675 0.10 -0.14 -0.01 0.464
H 3.273 3.022 -2.130 0.00 -0.05 -0.05 0.400
H 1.572 3.441 -2.240 -0.17 -0.28 0.23 -0.023
H 2.544 -0.575 -2.667 -0.09 -0.02 0.20 0.230
H 4.622 -0.223 -3.643 0.01 -0.12 0.39 0.384
H 4.742 1.347 -2.794 0.03 -0.03 0.10 0.308
H 3.874 1.154 -4.340 0.08 0.22 0.13 0.350
C -3.824 -1.569 3.626 0.48 -0.09 -0.02 -1.355
C -3.107 -1.872 2.333 -0.68 0.49 -1.04 0.477
O -2.336 -1.052 1.827 0.80 0.65 0.20 -0.350
N -3.451 -3.003 1.693 0.64 -0.19 0.51 -0.093
C -2.843 -3.428 0.439 -0.87 0.12 -0.33 -0.570
H -4.889 -1.790 3.584 0.05 -0.36 -0.07 0.411
H -3.751 -0.510 3.854 0.28 -0.01 0.00 0.159
H -3.304 -2.178 4.372 -0.34 0.17 0.31 0.409
H -4.089 -3.614 2.170 -0.09 -0.06 -0.09 0.230
H -2.796 -4.513 0.372 0.21 -0.02 0.26 0.354
H -1.869 -2.975 0.294 0.04 0.01 0.11 -0.158
H -3.513 -3.114 -0.367 0.32 0.09 -0.15 0.347
C -2.291 4.720 -0.391 -0.11 0.05 -0.36 -1.476
C -0.890 4.226 -0.139 -0.51 0.59 0.28 0.641
O -0.616 3.010 -0.141 0.35 -0.83 -0.08 -0.132
N 0.083 5.137 -0.006 0.36 -0.95 0.39 0.228
C -0.024 6.561 -0.031 -0.71 0.84 -0.89 -1.117
H -2.752 5.228 0.456 0.23 -0.17 0.19 0.404
H -2.915 3.871 -0.653 -0.01 -0.02 0.11 0.008
H -2.308 5.436 -1.219 0.15 -0.08 -0.02 0.474
H 1.021 4.762 0.146 -0.14 -0.08 0.02 0.139
H -1.014 6.920 0.246 0.04 -0.24 0.45 0.405
H 0.081 6.949 -1.054 0.34 -0.10 0.06 0.334
H 0.734 7.025 0.590 0.05 -0.12 0.13 0.329
```
Positions in Å, forces in eV/Å.

Computed properties:
Energy in eV: -276706.3413
E_HOMO in eV: -10.0
Gap between HOMO and LUMO in eV: 3.8607

***

No. 4
Computed, not measured: the molecule C4H9NO, with ωB97M-V/def2-TZVPD.

The geometry in XYZ format:
```
15
Properties=species:S:1:pos:R:3:forces:R:3:nbo_charge:R:1
C 0.818 1.419 0.027 0.06 0.16 -0.04 -0.408
N -0.051 0.288 0.285 0.02 -0.01 0.00 -0.450
C 0.205 -0.330 1.572 -0.02 -0.05 0.16 -0.409
C -0.117 -0.667 -0.806 0.05 -0.03 -0.02 -0.346
C -1.527 -0.794 -1.361 -0.06 -0.27 -0.27 0.441
O -1.870 -1.656 -2.133 0.12 0.35 0.33 -0.520
H 1.885 1.143 -0.069 -0.12 -0.02 0.03 0.165
H 0.729 2.145 0.842 0.01 -0.11 -0.13 0.203
H 0.512 1.918 -0.898 0.05 -0.06 0.13 0.201
H 0.110 0.418 2.366 0.01 -0.13 -0.13 0.203
H -0.535 -1.116 1.759 0.11 0.12 -0.01 0.202
H 1.212 -0.782 1.644 -0.11 0.07 -0.03 0.165
H 0.231 -1.668 -0.515 -0.07 0.12 -0.03 0.219
H 0.529 -0.362 -1.640 -0.09 -0.01 0.05 0.224
H -2.224 -0.006 -1.003 0.03 -0.11 -0.05 0.111
```
Positions in Å, forces in eV/Å.

Computed properties:
Structure (SMILES): CN(C)CC=O
Energy in eV: -7830.5469
E_HOMO in eV: -8.9
ΔE to the lowest compared entry with this formula, charge and spin in eV: 1.773
Gap between HOMO and LUMO in eV: 9.8107